[1]
The following is a quantum chemistry calculation of C45H110FNO10Si2 as an isolated structure in a non-equilibrium geometry, from the Open Molecules 2025 dataset.

frontier orbital gap: 8.3 eV
max |F|: 2.1 eV/Å
spin multiplicity: 1
ΔE to the lowest compared entry with this formula, charge and spin: 0.0 kcal per mole
lowest unoccupied orbital energy: 0.0180 Ha

Cartesian coordinates (Å):
C: 2.91184 1.17130 3.65969
C: 2.54713 1.87411 2.55972
Si: 1.86926 1.11125 1.00639
C: 0.79844 2.36983 0.12950
C: -0.07719 1.81977 -1.02668
C: -0.13593 2.74183 -2.26440
C: 0.68009 2.15148 -3.41829
N: 2.12107 2.04500 -3.14581
C: 0.95660 -0.45519 1.48428
C: 0.35257 -1.30060 0.34570
C: 1.37999 -1.81081 -0.65868
C: 0.87840 -2.83128 -1.72223
C: -0.58022 -3.28499 -1.62286
C: -1.54788 -2.24512 -2.21649
C: -3.00849 -2.38335 -1.79007
C: -3.21863 -2.38977 -0.27079
C: -4.66160 -2.11549 0.13899
C: -5.13790 -0.68033 -0.19430
C: -5.42195 0.19089 1.04244
O: -4.50684 1.27921 1.16513
C: -3.21860 0.82240 1.51956
O: 3.16771 0.88094 -0.01348
Si: 4.56906 0.06135 0.27626
C: 5.83365 0.59653 -1.00411
C: 7.17418 -0.04789 -0.73446
C: 7.20795 -1.54129 -0.98387
F: 8.12892 0.52289 -1.61330
H: 3.94268 1.18961 4.01972
H: 2.22067 0.60452 4.28158
H: 2.66708 2.96321 2.54920
H: 1.50478 3.08661 -0.30748
H: 0.21675 2.95042 0.85022
H: 0.35716 0.87423 -1.36005
H: -1.08306 1.66370 -0.64004
H: 0.23373 3.74076 -2.01757
H: -1.17480 2.80181 -2.60065
H: 0.51098 2.71052 -4.34112
H: 0.31270 1.13152 -3.56593
H: 2.33213 1.14716 -2.72459
H: 2.40476 2.72866 -2.45213
H: 0.11215 -0.11268 2.09610
H: 1.58183 -1.09259 2.11651
H: -0.15157 -2.14884 0.81530
H: -0.43976 -0.73449 -0.13931
H: 2.18485 -2.27940 -0.08873
H: 1.80765 -0.96393 -1.20048
H: 1.04433 -2.41113 -2.71621
H: 1.51612 -3.71550 -1.66486
H: -0.86486 -3.59045 -0.61681
H: -0.68299 -4.18018 -2.24509
H: -1.51165 -2.39642 -3.30125
H: -1.18345 -1.22762 -2.05075
H: -3.47779 -3.26901 -2.22926
H: -3.54975 -1.52765 -2.20901
H: -2.93777 -3.37056 0.11229
H: -2.54011 -1.65992 0.17880
H: -4.73204 -2.27093 1.22017
H: -5.32241 -2.85923 -0.31181
H: -5.99595 -0.74383 -0.86334
H: -4.33455 -0.18589 -0.74692
H: -5.34482 -0.40576 1.95983
H: -6.42615 0.61181 0.99863
H: -2.65183 0.51990 0.63144
H: -2.68024 1.64125 1.99721
H: -3.26760 -0.04067 2.19275
H: 4.35303 -1.39711 0.16392
H: 5.14914 0.31335 1.61530
H: 5.47598 0.31865 -1.99656
H: 5.93550 1.67935 -0.89613
H: 7.52553 0.18796 0.27363
H: 6.75174 -2.09624 -0.16206
H: 8.24312 -1.85904 -1.07324
H: 6.64952 -1.76166 -1.89629
C: -9.05298 0.66172 -2.49258
C: -8.39805 -0.57414 -3.08838
C: -9.11679 -1.04055 -4.34542
O: -8.36328 -1.62617 -2.12117
H: -10.08764 0.44089 -2.21056
H: -8.51849 0.97149 -1.59610
H: -9.06247 1.49449 -3.19786
H: -7.35676 -0.35290 -3.31931
H: -10.15286 -1.30746 -4.11622
H: -8.63023 -1.92539 -4.75595
H: -9.12510 -0.26170 -5.10965
H: -9.27340 -1.84503 -1.89110
C: -6.42462 3.43251 -1.09509
C: -5.45520 2.63299 -1.94972
C: -4.55845 3.54171 -2.77565
O: -6.17041 1.73363 -2.79877
H: -7.07632 4.04254 -1.72880
H: -7.06069 2.76444 -0.51364
H: -5.89392 4.09063 -0.40643
H: -4.84489 2.00249 -1.30376
H: -5.15855 4.15002 -3.45924
H: -3.86987 2.94988 -3.38005
H: -3.97717 4.21023 -2.13864
H: -6.72260 2.26015 -3.38825
C: 1.98582 6.91103 5.38338
C: 3.05482 6.08933 4.68281
C: 3.94016 6.95878 3.80356
O: 2.43521 5.06922 3.90046
H: 1.35012 7.37975 4.62558
H: 1.35465 6.27590 6.00527
H: 2.41404 7.69423 6.01056
H: 3.67009 5.57270 5.42143
H: 3.33899 7.44586 3.03075
H: 4.69490 6.35106 3.30414
H: 4.44400 7.73085 4.38716
H: 1.88611 5.51103 3.23906
C: -2.31026 6.74960 1.48653
C: -1.15742 7.34443 2.27889
C: -1.42011 8.79679 2.64428
O: 0.06720 7.23360 1.54921
H: -2.44699 7.29640 0.54913
H: -2.10437 5.70882 1.23482
H: -3.24284 6.79334 2.05001
H: -1.00398 6.76173 3.18946
H: -1.53028 9.40058 1.73910
H: -0.58443 9.20484 3.21349
H: -2.32885 8.89844 3.23863
H: -0.02599 7.73699 0.73258
C: 4.13831 -3.13408 -5.27676
C: 3.95762 -1.90129 -4.40530
C: 5.11628 -0.93053 -4.56455
O: 3.80654 -2.28646 -3.03773
H: 5.04654 -3.67100 -4.98790
H: 3.29653 -3.81561 -5.15247
H: 4.21803 -2.86644 -6.33127
H: 3.02572 -1.39818 -4.67096
H: 6.05335 -1.40613 -4.25737
H: 4.96668 -0.05081 -3.93940
H: 5.22032 -0.60308 -5.59957
H: 4.61233 -2.73980 -2.76334
C: 11.52692 -1.64246 -3.59717
C: 10.64970 -2.88179 -3.68272
C: 10.35576 -3.25811 -5.12681
O: 9.43343 -2.67572 -2.96637
H: 11.02006 -0.78810 -4.05389
H: 11.72796 -1.38828 -2.55657
H: 12.47785 -1.79376 -4.11006
H: 11.14513 -3.71567 -3.18255
H: 9.81812 -2.44703 -5.62615
H: 9.72755 -4.14813 -5.16926
H: 11.27450 -3.45327 -5.68150
H: 8.96522 -1.93936 -3.37823
C: -3.75526 -5.53047 3.96216
C: -4.55339 -5.12681 2.73313
C: -5.74203 -6.04667 2.50124
O: -3.71018 -5.11357 1.58090
H: -3.35527 -6.54201 3.83918
H: -2.90937 -4.86259 4.11201
H: -4.37594 -5.51282 4.86011
H: -4.90659 -4.10046 2.84959
H: -5.39918 -7.07228 2.33651
H: -6.29857 -5.73687 1.61625
H: -6.41824 -6.04409 3.35741
H: -3.37864 -6.00899 1.44836
C: -0.92288 -4.89780 7.86856
C: -0.61855 -5.53680 6.52248
C: 0.82540 -6.00708 6.44211
O: -0.90226 -4.62316 5.46430
H: -0.29000 -4.01909 8.02161
H: -1.96146 -4.56914 7.90872
H: -0.74579 -5.59518 8.68837
H: -1.28774 -6.38411 6.36165
H: 1.50619 -5.15879 6.55600
H: 1.02459 -6.46361 5.47259
H: 1.05004 -6.73466 7.22312
H: -0.32749 -3.85654 5.57093

---

[2]
The following is a quantum chemistry calculation of C45H111CrLiN5O15 as an isolated structure in a non-equilibrium geometry, from the Open Molecules 2025 dataset.

frontier orbital gap (alpha / beta): 4.9 / 4.9 eV
net charge: -1
max |F|: 4.2 eV/Å
spin multiplicity: 5
⟨S²⟩: 6.022
lowest unoccupied orbital energy (alpha / beta): 0.0622 / 0.0620 Ha

Cartesian coordinates (Å):
Li: -3.03784 -1.97439 1.37198
Cr: -0.60544 -3.92681 1.25186
C: -6.03133 -0.66524 2.25437
C: -4.96267 -1.02394 3.27602
C: -5.55183 -0.76906 4.68494
O: -4.12311 -2.14867 3.12236
H: -7.02961 -1.05090 2.46129
H: -5.76053 -1.10236 1.29328
H: -6.16035 0.40805 2.11473
H: -4.35532 -0.12907 3.14025
H: -6.27764 0.04091 4.75734
H: -4.72299 -0.66505 5.38516
H: -5.99027 -1.71912 4.99033
C: -1.29857 0.52427 1.14053
C: -1.29366 -0.55258 0.02122
C: -0.29456 -0.17709 -1.11530
O: -1.04039 -1.84706 0.50687
H: -2.14287 0.37742 1.81411
H: -1.55715 1.50568 0.74294
H: -0.33248 0.60596 1.63862
H: -2.27468 -0.59123 -0.45230
H: -0.17563 -0.96562 -1.85839
H: 0.69057 -0.12105 -0.65217
H: -0.58178 0.73625 -1.63627
C: -0.77899 -1.22569 3.96008
C: -0.74714 -2.68194 4.38276
C: -1.46636 -2.83547 5.73072
O: -1.27651 -3.49224 3.35770
H: -1.60789 -0.84215 3.36516
H: 0.03588 -1.09655 3.24776
H: -0.57160 -0.47695 4.72459
H: 0.28074 -3.00283 4.55189
H: -1.56120 -3.90684 5.90758
H: -2.37113 -2.23683 5.62527
H: -0.87868 -2.39976 6.53874
C: -4.02686 -5.83480 -0.60521
C: -3.58883 -4.39143 -0.27814
C: -4.82714 -3.41312 -0.43377
O: -2.96752 -4.11087 0.98240
H: -4.65499 -6.20053 0.20707
H: -3.19335 -6.53715 -0.59661
H: -4.60674 -5.83233 -1.52816
H: -2.84439 -4.12156 -1.02719
H: -5.52301 -3.52242 0.39805
H: -5.37283 -3.52767 -1.37036
H: -4.49297 -2.37981 -0.52701
C: -1.41364 7.36250 3.74920
O: -1.22936 6.00447 4.22083
C: -1.11984 5.05061 3.11997
C: -1.22155 3.63251 3.65993
N: -2.60458 3.49097 4.24186
C: -2.69056 2.32953 5.13827
C: -2.42084 2.61753 6.59048
O: -1.12878 3.05893 6.86575
C: -0.74023 2.92544 8.20614
H: -0.64843 7.63684 3.02305
H: -1.21283 8.04642 4.57384
H: -2.45620 7.63565 3.58621
H: -0.23415 5.28623 2.52992
H: -1.96837 5.19648 2.45153
H: -0.52942 3.39872 4.46888
H: -0.98287 2.95871 2.83704
H: -2.65349 4.20783 4.95166
H: -1.93109 1.59047 4.88312
H: -3.66381 1.92940 4.85406
H: -2.60233 1.66921 7.09631
H: -3.04099 3.40888 7.01152
H: 0.27315 3.31326 8.30984
H: -0.94893 1.94295 8.62955
H: -1.22325 3.64258 8.86985
C: 1.42206 1.59274 -6.49618
O: 2.76456 1.40803 -6.12810
C: 2.95734 1.32324 -4.64098
C: 2.39430 0.06252 -3.97204
N: 2.93409 -1.22062 -4.30414
C: 3.07100 -1.47460 -5.73564
C: 3.68161 -2.90225 -5.95057
O: 2.99840 -3.93167 -5.13619
C: 3.33347 -5.27455 -5.47533
H: 1.32205 1.97995 -7.51017
H: 0.95555 2.35849 -5.87642
H: 0.97935 0.59779 -6.44956
H: 2.62947 2.22752 -4.12825
H: 4.00092 1.41952 -4.34136
H: 1.33170 0.19826 -4.17342
H: 2.41599 0.29912 -2.90825
H: 2.28164 -1.95879 -4.08163
H: 3.73870 -0.79339 -6.26312
H: 2.10247 -1.58693 -6.22292
H: 4.74941 -2.77470 -5.77267
H: 3.60532 -3.22356 -6.98934
H: 4.35953 -5.44093 -5.80339
H: 2.61824 -5.68113 -6.19034
H: 3.34622 -6.03650 -4.69599
C: 9.16047 -1.65041 -3.30414
O: 9.49313 -1.37039 -1.96806
C: 8.40115 -1.64612 -1.07523
C: 8.59474 -1.26313 0.46679
N: 7.59839 -0.29454 0.96027
C: 6.31108 -0.92227 1.26554
C: 5.24165 0.06717 1.59769
O: 5.16319 1.09138 0.57302
C: 4.14868 0.84067 -0.42295
H: 9.26893 -2.69686 -3.58923
H: 9.93250 -1.11175 -3.85359
H: 8.18502 -1.29469 -3.63589
H: 8.19937 -2.71519 -1.00833
H: 7.55895 -1.09190 -1.48951
H: 9.55013 -0.74240 0.53138
H: 8.61779 -2.20165 1.02064
H: 7.43551 0.54538 0.42351
H: 6.38369 -1.54517 2.15706
H: 6.00372 -1.57066 0.44503
H: 5.36752 0.45342 2.60916
H: 4.33510 -0.45692 1.90036
H: 3.18574 1.06860 0.03410
H: 4.11422 -0.22409 -0.65360
H: 4.27116 1.41044 -1.34407
C: 3.57621 5.25445 -1.89941
O: 2.53108 4.34279 -2.01193
C: 1.45653 4.97580 -1.33987
C: 0.08715 4.38331 -1.61100
N: -0.96686 4.98602 -0.85291
C: -2.26359 4.43453 -1.23453
C: -3.48490 5.23576 -0.73767
O: -4.66765 4.65203 -1.19312
C: -5.77696 5.34819 -0.72147
H: 3.82976 5.69506 -0.93521
H: 3.37847 6.17759 -2.44421
H: 4.44662 4.78454 -2.35730
H: 1.38386 6.05312 -1.48890
H: 1.72037 4.82915 -0.29250
H: 0.14142 3.30805 -1.44076
H: -0.12380 4.38723 -2.68038
H: -0.65102 4.96745 0.10626
H: -2.29700 3.39697 -0.90218
H: -2.23517 4.44905 -2.32407
H: -3.39604 6.22168 -1.19393
H: -3.34920 5.36312 0.33632
H: -6.66406 4.92709 -1.19458
H: -5.87113 6.38061 -1.05815
H: -6.08485 5.12878 0.30086
C: 2.31706 -4.06843 2.66166
O: 1.55309 -3.33313 1.75899
C: 2.20158 -2.88392 0.54113
C: 2.07308 -4.07707 -0.52578
N: 0.60856 -4.20720 -0.80550
C: 0.27829 -5.15811 -1.88737
C: 0.01896 -4.55670 -3.33140
O: -0.30804 -3.24259 -3.16549
C: -1.32445 -2.81405 -3.96589
H: 3.06596 -3.61909 3.31385
H: 2.77112 -4.82445 2.02107
H: 1.55535 -4.59468 3.23695
H: 3.26585 -2.68852 0.67246
H: 1.65977 -1.96545 0.31540
H: 2.34573 -4.96623 0.04269
H: 2.84463 -3.98468 -1.29017
H: 0.18852 -3.37310 -1.19013
H: -0.61726 -5.70026 -1.58381
H: 0.92326 -6.02898 -2.00441
H: -0.62391 -5.25177 -3.87149
H: 1.02921 -4.56086 -3.74065
H: -2.25272 -3.22934 -3.57352
H: -1.22783 -3.13188 -5.00403
H: -1.40275 -1.72729 -3.93545
C: -4.63635 1.29204 -0.40738
C: -4.50572 1.24016 -1.91461
C: -5.05035 -0.11327 -2.45094
O: -5.26123 2.25092 -2.31315
H: -5.61993 1.04593 -0.00726
H: -4.35915 2.25304 0.02591
H: -3.94372 0.56657 0.01931
H: -3.48385 1.40149 -2.25793
H: -5.60180 0.04881 -3.37707
H: -5.95058 -0.41300 -1.91441
H: -4.47752 -1.03805 -2.38198
H: -4.94256 2.88766 -1.66925

---

What are the total energy values for these records? In order: -3266.548371 -4235.084779 Eh.